Molecular formula: C5H10N2O
Method: DFT, wB97M-V/def2-TZVPD

The geometry in ORCA input format:
```
! RIJCOSX wB97M-V def2-TZVPD def2/J DEFGRID3
* xyz 0 1
C -1.302 -0.952 -0.753
C -1.294 -2.408 -0.162
H -0.320 -1.039 1.271
H 0.995 0.381 -1.593
C 1.460 1.767 0.161
N 0.593 2.456 1.125
H -1.215 -3.161 -0.944
H -1.854 -0.205 -0.147
H -0.343 1.197 -0.816
H -1.924 -2.699 0.677
H 0.832 -1.816 0.098
N 1.720 0.491 0.508
H 0.591 1.909 1.969
H 2.215 2.370 -0.358
C 0.609 0.716 -0.651
H 0.703 3.446 1.287
O -1.276 -0.914 -1.998
C -0.192 -1.540 0.325
*
```

For the energy above the lowest of the compared OMol25 structures with the same formula, charge and spin, the calculation gives 222.4 kcal/mol. The calculation puts the HOMO energy at -7.7430 eV. The calculation puts the frontier orbital gap at 0.192 Eh. The total energy is -380.93105 Ha.

---

Molecular formula: C44H54ClCrN9O8PS4
Method: DFT, wB97M-V/def2-TZVPD

The geometry in ORCA input format:
```
! RIJCOSX wB97M-V def2-TZVPD def2/J DEFGRID3
* xyz -2 4
N 0.230 4.093 0.933
H 1.986 -3.562 -4.159
S -3.308 5.447 1.150
H -4.483 1.790 2.175
H 2.472 0.757 -4.525
C -4.998 4.209 2.939
H 0.854 0.572 -2.711
N -2.119 -0.500 2.877
C -0.793 4.941 1.026
C 2.485 -5.533 -4.852
H 2.074 -5.380 -5.853
O 2.439 -4.818 -2.579
H -1.884 5.310 3.651
H -0.384 -2.806 4.624
C 3.120 0.705 0.537
H -0.094 -4.073 -3.048
H -0.200 -2.418 0.269
O -6.187 -0.269 -0.971
C -3.171 4.284 5.021
N -1.741 -1.277 -1.333
C -3.760 4.796 2.749
H 1.133 -4.448 0.820
C 2.420 1.529 -3.767
H -0.170 -4.799 -4.669
H 2.275 4.271 -1.067
H 0.761 -0.204 1.506
H 4.439 1.797 1.876
H -3.255 -4.874 -1.418
H 5.646 -0.990 -4.959
H -3.941 2.808 6.987
C 2.301 3.482 -1.812
Cr 0.156 1.979 -0.109
H -2.584 2.579 0.757
H -1.996 -6.893 -0.785
C 1.867 1.495 0.948
N -2.044 4.584 0.744
O -2.440 1.443 -3.287
H -4.049 -0.610 2.050
C 4.377 1.539 0.813
H 1.700 1.447 2.036
H 5.048 -1.249 -1.245
C 5.357 -1.985 -4.616
C -1.126 0.015 2.071
H 4.159 -1.162 0.939
C -3.481 -0.012 2.780
H 3.870 4.470 -2.906
H 6.478 -1.892 -2.069
C -5.189 -0.070 -1.883
C -4.411 3.673 5.215
S 1.881 -2.024 -1.757
C 0.484 -1.670 3.020
H 3.080 0.511 -0.540
C -0.593 -3.407 0.097
N 0.059 -0.637 2.094
H 6.251 -2.610 -4.553
O -4.412 5.132 0.284
C -2.585 -0.356 -1.753
H -3.958 -0.148 3.756
C -3.930 -0.792 -1.592
C -3.467 1.440 2.358
H 2.441 -1.320 1.002
H 2.337 4.169 1.287
H -5.871 -0.829 -0.252
C 0.331 -4.838 -3.699
C 1.340 6.016 1.621
H 1.456 -1.406 3.436
C -1.820 -3.535 -0.536
N 5.015 2.821 -5.740
H 2.080 2.548 0.735
C -2.632 1.548 1.097
H -2.455 4.313 5.835
C -1.926 -1.802 3.487
S -0.292 6.567 1.525
C 1.507 1.436 -2.731
H -6.296 3.190 4.311
H -3.117 0.968 0.303
O 4.311 -3.233 -2.900
C 3.254 -0.636 1.245
H 5.860 -0.270 -2.479
H -2.042 -2.614 2.754
O -5.381 0.644 -2.818
H -3.034 2.061 3.147
N -2.485 -2.334 -0.930
C 1.431 2.389 -1.706
H 3.301 -0.487 2.330
C 3.284 2.623 -3.830
N -1.265 1.053 1.293
C 0.135 -4.545 0.409
C -2.332 -4.785 -0.863
C -2.852 4.844 3.798
H -5.690 4.176 2.109
C -3.798 -2.050 -1.042
H 2.319 -6.573 -4.561
C -0.377 -5.799 0.109
H 0.210 -6.682 0.328
P 3.124 -3.557 -1.818
H 0.156 -5.817 -3.246
C -1.609 -5.917 -0.520
H 0.611 -2.612 2.479
C 4.243 2.733 -4.890
C 3.210 3.613 -2.850
H 3.559 -5.346 -4.876
H -0.472 -1.051 4.855
C -5.326 3.655 4.168
C 5.577 -1.287 -2.197
C -0.547 -1.854 4.117
O -2.996 6.847 1.367
H 4.680 -2.423 -5.350
S 3.898 -4.295 -0.163
C -2.047 0.989 -2.233
C 1.823 -4.600 -3.855
N -4.746 3.130 6.469
C 4.681 -1.895 -3.262
H 5.284 0.990 0.543
H 3.768 -1.298 -3.337
H 2.151 6.655 1.926
Cl -5.020 -3.105 -0.456
H -2.705 -1.925 4.243
O -1.227 1.524 -1.405
H -5.439 2.399 6.410
C 1.414 4.721 1.277
H 4.359 2.468 0.238
*
```

For the energy above the lowest of the compared OMol25 structures with the same formula, charge and spin, the calculation gives 3.3 kcal/mol. The calculation puts the HOMO energy (spin up / spin down) at -2.9849 / -2.9856 eV. The calculation puts the frontier orbital gap (spin up / spin down) at 0.232 / 0.232 Eh. The total energy is -6242.82232 Ha.

---

Molecular formula: C5H10N
Method: DFT, wB97M-V/def2-TZVPD

The geometry in ORCA input format:
```
! RIJCOSX wB97M-V def2-TZVPD def2/J DEFGRID3
* xyz 1 1
C -0.758 1.271 1.592
H 1.080 -2.268 -1.070
H -1.490 0.658 2.043
H 0.904 0.562 2.437
H 0.876 -1.232 -2.448
C 0.719 1.167 1.531
C -1.146 -0.581 -0.779
H -1.233 -1.533 -1.091
H 1.082 2.199 1.479
H -1.366 2.052 0.971
C 1.046 0.295 0.225
H -1.520 0.152 -1.660
H -1.718 -0.357 0.031
N 0.229 -0.390 -0.467
C 1.130 -1.215 -1.333
H 2.164 -0.781 -1.460
*
```

For the energy above the lowest of the compared OMol25 structures with the same formula, charge and spin, the calculation gives 129.0 kcal/mol. The calculation puts the HOMO energy (spin up / spin down) at -13.5726 / -14.5541 eV. The calculation puts the frontier orbital gap (spin up / spin down) at 0.279 / 0.356 Eh. The total energy is -250.79970 Ha.

---

Molecular formula: C20H39NOP2SiV
Method: DFT, wB97M-V/def2-TZVPD

The geometry in ORCA input format:
```
! RIJCOSX wB97M-V def2-TZVPD def2/J DEFGRID3
* xyz 0 2
C -1.115 3.218 0.059
C -0.627 2.988 -1.333
H 4.077 2.934 0.298
H -1.624 -0.992 -3.951
H 2.611 -0.918 -4.182
C -1.486 1.834 4.447
C -2.398 -0.707 -3.232
P -1.880 -1.218 -1.598
C 3.693 -2.750 -3.760
H -0.404 3.953 0.462
H 2.495 3.581 -0.263
H -2.260 -1.293 5.600
C -1.640 2.838 -2.400
C 3.458 0.001 0.881
H 3.365 2.410 -1.264
H -1.971 1.944 5.430
H -4.044 -0.645 2.488
H -1.979 -2.184 4.084
H 4.176 -2.767 -4.740
Si -1.969 0.223 3.566
H -1.757 2.712 3.840
C 2.827 -1.721 -3.469
H -3.971 -1.876 -1.117
H 4.219 0.338 1.594
H -2.620 0.368 -3.296
C 3.143 2.696 -0.230
H -0.575 -0.583 -1.608
O 0.570 2.770 -1.644
H 1.946 -2.742 -0.309
C 2.460 -2.755 -1.273
H -1.204 2.367 0.789
C 3.960 -3.782 -2.866
H 1.609 2.980 2.236
H -3.669 -0.310 -0.235
H -3.304 -1.305 -3.368
C -1.122 -2.822 -1.714
H 2.917 -0.860 1.294
H -1.457 2.165 -3.253
H -2.974 -1.865 0.401
C 2.197 -1.688 -2.186
C -3.261 -1.299 -0.498
H -2.126 3.656 -0.057
H -0.397 1.868 4.605
C 3.349 -3.745 -1.622
H -2.676 2.672 -2.075
H 3.539 -4.521 -0.891
H -0.624 -1.374 4.895
H 2.700 1.711 2.906
V 0.521 0.343 -0.752
H 4.612 -4.597 -3.133
C 1.859 1.917 2.240
H -3.955 1.119 2.326
C -0.904 0.069 2.070
C -0.314 0.007 0.960
H -0.630 -3.079 -0.769
H -0.418 -2.814 -2.549
N 1.467 -0.671 -1.752
P 2.258 1.336 0.582
C -1.693 -1.286 4.653
H -4.491 0.395 3.858
C -3.783 0.282 3.020
H 0.986 1.357 2.574
H 3.917 -0.304 -0.065
H -1.608 3.852 -2.801
H -2.003 -3.433 -1.901
*
```

The calculation puts the HOMO energy (spin up / spin down) at -4.6101 / -5.5282 eV. The calculation puts the frontier orbital gap (spin up / spin down) at 0.177 / 0.210 Eh. The total energy is -2831.45523 Ha.

---

Molecular formula: C20H23ClN4O2
Method: DFT, wB97M-V/def2-TZVPD

The geometry in ORCA input format:
```
! RIJCOSX wB97M-V def2-TZVPD def2/J DEFGRID3
* xyz 0 1
C 2.312 -0.461 -2.265
H 2.024 -1.439 2.743
H 4.068 -1.136 -1.180
H -0.745 3.879 -1.538
H -3.920 -2.161 1.299
H 1.469 -1.585 0.134
O 4.073 -0.036 0.972
C 3.013 -1.402 -1.272
C -0.381 -0.818 1.807
H -1.492 -3.015 -3.105
C -1.905 -1.165 -2.110
H 1.038 5.015 -0.080
O 1.605 3.105 -0.602
H -1.341 4.624 -0.051
C -1.446 0.085 1.586
C -2.927 -1.761 1.440
H 2.717 -0.641 -3.262
C -1.076 -2.105 -2.702
H -1.132 2.873 -0.122
C 0.283 -1.860 -2.773
H 0.240 -2.877 1.996
H 2.145 2.084 1.545
H -2.059 -3.705 1.652
C 0.706 3.975 0.071
C 2.077 -0.455 2.269
H 0.928 -2.587 -3.244
C -0.024 0.232 -1.655
C -2.736 -0.393 1.410
N 0.747 -0.030 1.939
H -2.041 0.738 -1.142
H -0.185 3.796 2.039
H 2.925 -2.439 -1.605
H 1.523 4.306 2.060
C 2.978 -0.552 1.027
H -3.557 0.288 1.251
C -0.722 3.825 -0.450
H 1.613 3.341 -1.535
N 1.209 2.294 1.866
H 2.530 0.247 2.975
N 2.431 -1.292 0.045
Cl -3.602 -1.465 -2.018
H 2.526 0.570 -1.979
C 0.324 1.269 1.757
C -1.388 0.011 -1.595
C 0.794 3.647 1.583
H 0.387 1.136 -1.231
C 0.826 -0.693 -2.248
C -1.868 -2.642 1.641
N -0.964 1.371 1.560
C -0.575 -2.185 1.831
*
```

For the energy above the lowest of the compared OMol25 structures with the same formula, charge and spin, the calculation gives 6.9 kcal/mol. The SMILES is C[C@H](O)CNc1nc2ccccc2n1CC(=O)NCCc1ccc(Cl)cc1. The calculation puts the HOMO energy at -7.8452 eV. The calculation puts the frontier orbital gap at 0.312 Eh. The total energy is -1605.68995 Ha.

---

Molecular formula: C18H49Mn2NO22S6
Method: DFT, wB97M-V/def2-TZVPD

The geometry in ORCA input format:
```
! RIJCOSX wB97M-V def2-TZVPD def2/J DEFGRID3
* xyz 2 11
C 1.938 1.087 3.640
H 0.627 -6.805 -1.062
H 0.794 -5.843 0.470
O -1.247 -0.488 -2.282
O 0.455 3.332 -4.328
H -1.069 3.848 2.275
C 2.204 -1.462 -3.079
H 2.807 0.450 3.443
H 4.067 0.111 5.499
O -0.937 -5.070 2.404
H 0.836 0.713 1.830
C 2.164 -1.725 0.385
H -2.295 -1.423 2.058
H 2.068 -5.751 -0.699
C 0.852 0.416 -5.189
S -2.068 -4.233 2.490
H -4.100 -4.274 3.678
H -1.033 4.807 -4.493
S 0.244 -4.548 -1.436
H 2.745 2.711 -1.849
C -0.686 4.050 -3.797
H -3.389 -1.780 3.381
C 1.281 1.554 2.378
C 1.754 3.087 -2.104
O -0.338 -1.857 -4.674
H 4.846 1.160 6.650
H -3.055 2.115 -0.921
S -2.167 4.899 0.495
H -2.028 0.299 3.741
H -2.795 -3.792 -3.214
S 0.883 -1.340 -5.336
O 1.124 -3.315 -1.071
H -4.288 1.251 0.974
H 1.543 3.901 -1.417
H 3.500 -0.323 -1.804
O -1.090 -4.328 -0.901
O -1.867 -1.436 -0.385
H 1.258 -1.201 -2.592
C -1.633 -0.683 4.006
H 3.135 -2.145 0.132
C 3.302 -0.451 -2.870
H -0.422 4.485 -2.836
C -2.679 2.397 0.066
H -2.688 0.485 1.057
H -1.920 -0.832 5.046
O 1.927 5.181 -3.641
C -1.756 2.999 -3.532
H -3.712 -5.817 2.880
N -1.157 -0.590 -1.015
H 1.947 2.032 1.659
Mn -2.918 -3.258 -0.768
O -3.203 3.699 0.360
H -1.991 2.488 -4.472
C -3.223 1.435 1.102
H -2.563 4.723 2.793
H -0.553 -0.734 3.914
O -2.913 6.069 0.337
O -2.676 -3.782 1.242
O 1.841 1.211 6.474
H 4.904 1.595 4.894
H 3.022 0.534 -3.243
H -1.591 2.379 0.008
C 1.112 -2.807 0.301
O 0.353 -4.668 -2.836
O 3.079 3.351 6.346
H 2.457 -2.406 -2.589
O -1.077 4.623 -0.370
H 0.109 -2.441 0.526
H 1.918 -0.926 -0.317
H -2.677 3.472 -3.186
O 2.812 3.020 -4.507
C -3.307 -4.988 3.459
C 0.992 -5.893 -0.600
O 1.115 -1.784 -6.642
S 2.815 2.049 5.866
O -2.673 -2.938 -2.777
O -0.380 0.092 -0.424
H -0.054 0.782 -5.664
Mn -2.226 -1.402 -3.966
O 2.086 -1.797 -4.494
H 1.249 0.534 4.280
O -1.679 -2.993 3.315
H 0.793 0.605 -4.115
C -1.670 4.748 2.175
H 4.212 -0.788 -3.359
H -1.405 2.327 -2.749
H -2.870 -5.328 4.394
H -1.073 5.618 2.443
H 2.189 -1.325 1.396
C -2.332 -1.691 3.112
H 0.438 2.219 2.568
C 4.325 1.151 5.696
H 1.347 -3.622 0.984
H 1.026 2.283 -2.124
O 2.382 2.254 4.345
H 1.776 0.825 -5.586
S 1.882 3.772 -3.748
H -3.060 1.858 2.095
*
```

For the energy above the lowest of the compared OMol25 structures with the same formula, charge and spin, the calculation gives 0.0 kcal/mol. The calculation puts the HOMO energy (spin up / spin down) at -14.7577 / -14.7577 eV. The calculation puts the frontier orbital gap (spin up / spin down) at 0.275 / 0.272 Eh. The total energy is -7115.75521 Ha.